[1]
{"formula": "C5H9N3S", "method": "ωB97M-V with the def2-TZVPD basis set", "energy_ev": -20613.326, "spin_multiplicity": 3, "charge": 2, "relative_energy_kj_mol": 53.0, "homo_ev": [-17.9, -18.1], "symbols": ["C", "C", "C", "C", "C", "N", "N", "N", "S", "H", "H", "H", "H", "H", "H", "H", "H", "H"], "positions_angstrom": [[1.1004, 0.0303, 1.6831], [0.9873, 0.4529, -0.6281], [-1.6446, -0.2919, -0.4910], [-0.9634, 0.5885, 0.6217], [-0.9852, -0.2115, -1.9320], [0.4658, 0.2836, 0.5606], [2.3096, -0.4729, 1.8811], [0.3457, 0.5079, -1.7730], [3.3830, -1.2645, 0.9498], [0.5796, 0.0728, 2.6981], [-1.5854, -1.3310, -0.0132], [-2.6558, 0.0758, -0.6913], [-1.0394, 1.7063, 0.4063], [-1.4500, 0.3481, 1.6233], [-0.8002, -1.3921, -2.2349], [-1.6232, 0.1487, -2.8416], [2.6794, -0.0577, 2.8306], [0.8963, 0.8064, -2.6496]]}


[2]
{"formula": "C5H9N4O", "method": "ωB97M-V with the def2-TZVPD basis set", "energy_ev": -13336.786, "charge": -1, "relative_energy_kj_mol": 194.6, "homo_ev": [-4.0, -2.8], "symbols": ["C", "C", "C", "C", "C", "N", "N", "N", "N", "O", "H", "H", "H", "H", "H", "H", "H", "H", "H"], "positions_angstrom": [[1.1867, -0.0239, 0.0977], [-1.2340, -2.0776, 0.4565], [-0.4182, 2.3675, -1.0093], [-1.2408, -0.7063, -0.2318], [-0.1917, 0.1644, 0.3786], [3.0423, -0.6084, -0.7119], [1.7439, -0.7319, -0.9050], [2.1502, 0.5191, 0.8871], [3.2812, 0.1299, 0.3403], [-0.4833, 0.6774, 1.6151], [-1.4499, -1.9663, 1.5174], [-0.2512, -2.5300, 0.3451], [-1.9758, -2.7393, 0.0084], [-1.4768, 2.5369, -0.9580], [-0.0256, 2.0286, -1.9476], [0.2115, 3.0064, -0.4253], [-1.0125, -0.8316, -1.2896], [-2.2196, -0.2370, -0.1141], [0.3637, 1.0221, 1.9463]]}


[3]
{"formula": "C5H9N4O3S", "method": "ωB97M-V with the def2-TZVPD basis set", "energy_ev": -28255.593, "charge": 1, "relative_energy_kj_mol": 178.4, "homo_ev": -12.1, "symbols": ["C", "C", "C", "C", "C", "N", "N", "N", "N", "O", "O", "O", "S", "H", "H", "H", "H", "H", "H", "H", "H", "H"], "positions_angstrom": [[1.1237, -1.7132, 0.5140], [5.4693, 0.4678, 0.6013], [0.6131, 0.6129, -0.7690], [-0.5588, -0.3801, -0.5582], [-1.7380, 0.3253, -0.0220], [1.7842, -0.1419, -1.1577], [-0.1821, -1.4636, 0.3617], [2.0127, -1.1147, -0.2684], [4.1911, 0.9645, 0.1810], [6.1525, 0.7677, 1.4884], [5.6460, -0.4195, -0.3711], [3.3981, -1.3967, -0.1064], [4.0942, -0.2036, -0.9789], [1.4072, -2.4162, 1.1821], [0.1980, 1.2391, -1.4958], [0.9796, 0.9415, 0.2544], [-0.7007, -0.7367, -1.6203], [-2.3623, -0.4128, 0.2511], [-2.3615, 0.8100, -0.7108], [-1.4810, 1.0157, 0.9296], [-0.9983, -1.8280, 0.9651], [3.8049, 1.8501, 0.4550]]}


[4]
{"formula": "C5H9N4O4", "method": "ωB97M-V with the def2-TZVPD basis set", "energy_ev": -19477.705, "charge": -1, "relative_energy_kj_mol": 68.1, "homo_ev": -5.3, "symbols": ["C", "C", "C", "C", "C", "N", "N", "N", "N", "O", "O", "O", "O", "H", "H", "H", "H", "H", "H", "H", "H", "H"], "positions_angstrom": [[1.1296, -2.1507, -0.3747], [1.2909, -0.9441, 0.5314], [1.7228, 2.4307, -0.4058], [1.2933, 1.3630, 0.5517], [-1.6679, -0.7391, -0.0693], [-2.7025, -0.3078, 0.6600], [1.2273, -2.3672, -1.6174], [-0.6642, -1.3050, 0.4664], [-3.8818, -0.0306, 0.1363], [-4.2394, -0.4564, -0.9950], [1.4814, -1.0388, 1.7806], [-4.5454, 0.7571, 0.8129], [1.5333, 0.1764, -0.1160], [1.0211, -3.1154, 0.2559], [1.7647, 3.3706, 0.0350], [2.7244, 2.2296, -0.8395], [1.2397, 2.4412, -1.3321], [0.2356, 1.4541, 0.8140], [1.7942, 1.5484, 1.4899], [-1.7555, -0.5411, -1.2196], [1.5930, -1.4574, -2.0060], [-0.5946, -1.3177, 1.4410]]}


[5]
{"formula": "C5H9N4S", "method": "ωB97M-V with the def2-TZVPD basis set", "energy_ev": -22115.764, "charge": 1, "relative_energy_kj_mol": 365.3, "homo_ev": -12.0, "symbols": ["C", "C", "C", "C", "C", "N", "N", "N", "N", "S", "H", "H", "H", "H", "H", "H", "H", "H", "H"], "positions_angstrom": [[1.6844, 0.9105, -0.6219], [1.9968, -1.3057, 0.5404], [0.5438, -0.0070, -0.7027], [-2.1691, -1.0953, 0.4556], [-0.7498, 0.5041, -0.9098], [0.8351, -1.1384, 0.0886], [0.9991, 2.0783, 0.2992], [-0.1280, 2.0740, 0.5263], [-1.8938, -0.0763, -0.5415], [2.9922, 0.1253, 0.1713], [1.9902, 1.5491, -1.4628], [2.4143, -2.1161, 1.1032], [-3.1964, -0.9984, 0.8067], [-2.1901, -2.1977, 0.0683], [-1.6383, -0.9875, 1.3260], [-0.9039, 1.4165, -1.4302], [1.8239, 2.5228, 0.8217], [-2.6487, 0.6829, -0.6718], [0.2383, -1.9412, 0.1335]]}


[6]
{"formula": "C5H9N5O", "method": "ωB97M-V with the def2-TZVPD basis set", "energy_ev": -14808.850, "charge": 2, "relative_energy_kj_mol": 128.3, "smiles": "Nc1cnc[nH]c(O)[nH+]c[nH+]1", "homo_ev": [-16.2, -16.2], "symbols": ["N", "C", "C", "N", "C", "N", "C", "O", "N", "C", "N", "H", "H", "H", "H", "H", "H", "H", "H", "H"], "positions_angstrom": [[2.4099, -0.0224, -1.1400], [1.5762, 0.2649, -0.1405], [0.6172, 1.1776, -0.3134], [-0.2100, 1.8440, 0.5536], [-1.3950, 1.7763, 0.8050], [-2.1230, 0.6931, -0.0488], [-1.4335, -0.4594, -0.2666], [-1.5861, -1.2122, -1.3430], [-0.8296, -1.1805, 0.8338], [0.4228, -1.3321, 1.2885], [1.5337, -0.6670, 0.9348], [2.6181, 0.7830, -1.7417], [3.0482, -0.8007, -1.0823], [0.9843, 1.8305, -1.1971], [-1.9691, 2.3883, 1.4958], [-2.6692, 1.0434, -0.8550], [-2.3439, -0.9772, -2.1040], [-1.5015, -2.0545, 0.9156], [0.4763, -2.1672, 2.0189], [2.3743, -0.9280, 1.3862]]}


What did the second record say?
{"formula": "C5H9N4O", "method": "ωB97M-V with the def2-TZVPD basis set", "energy_ev": -13336.786, "charge": -1, "relative_energy_kj_mol": 194.6, "homo_ev": [-4.0, -2.8], "symbols": ["C", "C", "C", "C", "C", "N", "N", "N", "N", "O", "H", "H", "H", "H", "H", "H", "H", "H", "H"], "positions_angstrom": [[1.1867, -0.0239, 0.0977], [-1.2340, -2.0776, 0.4565], [-0.4182, 2.3675, -1.0093], [-1.2408, -0.7063, -0.2318], [-0.1917, 0.1644, 0.3786], [3.0423, -0.6084, -0.7119], [1.7439, -0.7319, -0.9050], [2.1502, 0.5191, 0.8871], [3.2812, 0.1299, 0.3403], [-0.4833, 0.6774, 1.6151], [-1.4499, -1.9663, 1.5174], [-0.2512, -2.5300, 0.3451], [-1.9758, -2.7393, 0.0084], [-1.4768, 2.5369, -0.9580], [-0.0256, 2.0286, -1.9476], [0.2115, 3.0064, -0.4253], [-1.0125, -0.8316, -1.2896], [-2.2196, -0.2370, -0.1141], [0.3637, 1.0221, 1.9463]]}